2 unconnected molecules or ions with the total composition C5H10O2 at a distorted geometry. Source: OMol25; level of theory: ωB97M-V/def2-TZVPD.

Structure (XYZ):
```
17
Properties=species:S:1:pos:R:3:forces:R:3
C -2.520964 1.185944 -1.509145 0.8 -0.1 0.9
C -1.568206 0.553819 -0.803044 -0.8 -0.5 -0.1
C -0.431472 1.173177 -0.135920 0.9 0.2 -0.5
C 0.361359 0.564440 0.754484 -2.3 0.6 1.5
C 1.586994 1.117395 1.411647 0.0 -0.4 -0.1
O -0.319379 -0.430937 1.507976 1.1 -0.2 -0.5
H -3.050189 0.655060 -2.289039 -0.6 0.1 0.5
H -2.723851 2.211056 -1.213849 0.1 0.3 -1.0
H -1.622269 -0.534478 -0.742562 0.5 0.1 -0.4
H -0.085706 2.113687 -0.553474 0.1 -0.1 -0.2
H 2.054286 0.328082 2.000419 0.1 0.0 -0.1
H 2.300785 1.482967 0.680192 0.1 0.2 0.0
H 1.307251 1.907598 2.114632 0.1 0.1 -0.1
H -0.424643 -0.023636 2.374989 -0.1 -0.3 0.1
O 1.561132 -4.301358 -0.870780 0.2 0.3 -0.7
H 2.387206 -3.808129 -0.966592 -0.1 -0.1 0.3
H 1.187666 -4.194687 -1.759934 -0.2 -0.2 0.4
```
Positions in Å, forces in eV/Å.

Its lowest unoccupied orbital energy is 0.531 eV. Its multiplicity is 1. The value obtained for the largest force on an atom is 0.0549 hartree/bohr. Its net charge is 0. As for the SMILES: C=C/C=C(/C)O.O.


C5H10O2 in the gas phase. Source: OMol25; level of theory: ωB97M-V/def2-TZVPD.

Structure (XYZ):
```
17
Properties=species:S:1:pos:R:3:forces:R:3
C -1.336397 2.051217 -0.583156 0.1 0.0 0.0
C -1.447854 0.689534 0.113967 -0.1 0.1 0.1
O -0.531430 -0.273647 -0.429739 0.0 0.0 -0.3
C 0.391454 -1.009917 0.376314 -0.1 0.0 0.0
C 0.786388 -2.273198 -0.397743 0.0 0.1 0.0
C 1.562632 -0.051818 0.584073 -0.1 0.1 0.2
O 1.651337 0.671924 1.545521 0.1 -0.3 -0.4
H -1.148857 1.938299 -1.656590 0.0 -0.1 0.2
H -2.278807 2.605527 -0.483576 0.2 -0.2 0.1
H -0.543878 2.670852 -0.153908 0.0 -0.2 -0.1
H -1.321318 0.818698 1.197113 0.1 -0.2 -0.2
H -2.456766 0.293577 -0.068462 0.2 0.0 0.1
H -0.002661 -1.283163 1.370709 -0.2 0.3 -0.3
H 1.206965 -3.028775 0.273922 0.0 0.2 0.0
H -0.084485 -2.717435 -0.887088 0.0 0.2 0.2
H 1.524830 -2.073796 -1.185086 -0.1 0.1 0.2
H 2.283042 -0.004088 -0.268891 -0.1 0.1 0.2
```
Positions in Å, forces in eV/Å.

Its lowest unoccupied orbital energy is 1.053 eV. Its multiplicity is 1. The value obtained for the largest force on an atom is 0.0100 hartree/bohr. Its net charge is 0. As for the SMILES: CCO[C@@H](C)C=O.


C5H10O2 in the gas phase at a distorted geometry. Source: OMol25; level of theory: ωB97M-V/def2-TZVPD.

Structure (XYZ):
```
17
Properties=species:S:1:pos:R:3:forces:R:3
O 1.353054 -3.036432 1.072130 0.6 -0.2 -0.2
C 1.277048 -1.911586 0.659226 -1.9 0.0 0.4
C 0.224267 -0.937077 1.236647 2.3 0.3 -1.1
C 0.586510 0.516856 0.775748 -1.0 -0.8 0.3
C 0.382306 0.883417 -0.702199 -1.2 0.7 -0.6
C -1.050647 0.634357 -1.234128 0.4 0.0 0.1
O -1.926636 1.660581 -0.808065 0.3 0.3 0.5
H 1.892658 -1.523471 -0.165371 0.4 -0.1 -0.1
H -0.780081 -1.180813 0.923279 -0.2 -0.3 -0.2
H 0.286250 -1.153116 2.303631 -0.1 0.6 0.1
H -0.151294 1.115380 1.316688 0.5 0.5 0.1
H 1.609146 0.833426 1.002573 -0.2 -0.3 0.5
H 0.563264 1.967730 -0.668803 0.0 -0.2 -0.6
H 1.011788 0.461538 -1.489835 0.5 -0.2 0.6
H -1.134713 0.541424 -2.326770 0.5 0.1 0.1
H -1.318237 -0.333860 -0.826391 -0.6 -0.3 0.0
H -2.824688 1.461650 -1.068352 -0.2 -0.2 -0.1
```
Positions in Å, forces in eV/Å.

Its lowest unoccupied orbital energy is 0.805 eV. Its multiplicity is 1. The value obtained for the largest force on an atom is 0.0497 hartree/bohr. Its net charge is 0. As for the SMILES: O=CCCCCO.


3 unconnected molecules or ions with the total composition C5H10O2. Source: OMol25; level of theory: ωB97M-V/def2-TZVPD.

Structure (XYZ):
```
17
Properties=species:S:1:pos:R:3:forces:R:3
C -1.567268 -0.504498 -0.384798 0.1 -0.1 0.2
C -0.754927 -0.144789 0.676638 -0.2 -0.2 0.1
C 0.653012 -0.712384 0.822005 -0.1 0.4 0.1
O 0.693893 -2.078777 0.466190 0.2 -0.2 0.0
C 1.411333 0.239003 -0.102661 0.0 0.0 -0.1
C 0.447770 1.414686 -0.008381 0.1 0.2 0.0
O 0.016989 2.025955 -1.020319 0.0 -0.2 0.1
H -1.577017 0.604473 -1.442652 -0.1 0.0 -0.1
H -2.647390 -0.432670 -0.284547 0.2 0.1 0.0
H -1.218753 -1.258850 -1.088667 0.0 0.2 0.1
H -1.233470 0.255968 1.566554 0.1 -0.1 -0.1
H 0.978699 -0.573521 1.865013 -0.1 -0.1 -0.2
H 1.616224 -2.365162 0.490192 -0.2 0.0 0.0
H 2.450296 0.470870 0.161191 -0.1 0.0 0.0
H 1.384677 -0.142448 -1.128619 0.0 0.0 0.1
H 0.396179 1.926083 0.964352 -0.1 -0.1 -0.1
H -1.050255 1.276064 -1.551495 0.1 0.0 0.1
```
Positions in Å, forces in eV/Å.

Its lowest unoccupied orbital energy is 0.739 eV. Its multiplicity is 1. The value obtained for the largest force on an atom is 0.0077 hartree/bohr. Its net charge is 0.


C5H10O2 in the gas phase. Source: OMol25; level of theory: ωB97M-V/def2-TZVPD.

Structure (XYZ):
```
17
Properties=species:S:1:pos:R:3:forces:R:3
C -2.139933 -0.547599 0.385072 0.0 0.0 0.0
C -1.087400 0.241830 -0.386450 -0.1 -0.3 -0.2
O -0.982972 1.566897 0.109134 0.1 0.1 0.0
C 0.245102 -0.494506 -0.368758 -0.2 0.0 -0.2
C 1.504447 0.280839 -0.792643 0.0 0.1 -0.1
C 1.982924 0.001901 0.638677 0.3 0.1 0.0
O 0.748319 -0.649350 0.975606 -0.1 0.0 0.1
H -3.050254 0.048643 0.490311 0.1 -0.1 0.0
H -2.389326 -1.474290 -0.145359 0.0 0.1 0.1
H -1.770041 -0.804554 1.382978 -0.1 0.1 -0.1
H -1.397058 0.335876 -1.436829 0.0 -0.1 0.1
H -0.166302 1.648152 0.611248 -0.1 0.0 0.2
H 0.121529 -1.470854 -0.858354 0.0 0.1 0.1
H 2.095928 -0.169646 -1.591182 -0.1 0.0 0.1
H 1.317968 1.332710 -1.023193 0.1 -0.2 0.0
H 2.158041 0.878538 1.275637 0.0 -0.1 -0.1
H 2.842371 -0.673631 0.725806 -0.1 0.1 0.0
```
Positions in Å, forces in eV/Å.

Its lowest unoccupied orbital energy is 0.962 eV. Its multiplicity is 1. The value obtained for the largest force on an atom is 0.0068 hartree/bohr. Its net charge is 0. As for the SMILES: C[C@@H](O)[C@H]1CCO1.


C5H10O2 in the gas phase at a distorted geometry. Source: OMol25; level of theory: ωB97M-V/def2-TZVPD.

Structure (XYZ):
```
17
Properties=species:S:1:pos:R:3:forces:R:3
C 0.734421 -1.364913 -0.538478 -2.9 -1.0 -0.9
C -0.451555 0.513670 0.311011 3.8 -0.1 0.2
C -0.732038 -0.843482 -0.269495 -0.7 -0.5 -1.0
C 1.486136 -0.142148 -0.322838 -1.6 2.5 2.2
C -0.916728 1.792411 -0.318304 2.7 0.3 6.0
O -1.521730 -1.620988 0.567095 -0.3 -0.9 1.2
O 2.538372 -0.029152 0.581542 -0.2 -0.1 0.0
H 1.039162 -2.240554 -0.015641 0.1 -0.6 1.2
H 0.638931 -1.755317 -1.536085 0.9 0.1 -1.0
H -0.427212 0.559852 1.453094 0.0 -0.3 -1.5
H -1.420731 -0.781490 -1.201834 1.6 0.0 1.0
H 1.796339 0.400329 -1.163273 -0.1 0.9 -1.4
H -0.179865 2.548690 0.072560 -0.6 -0.3 -1.1
H -1.821187 2.115040 0.077974 -2.0 0.5 1.0
H -1.058756 1.734267 -1.275592 -0.1 -0.1 -5.7
H -1.095631 -1.620261 1.441527 -0.3 -0.1 -0.3
H 2.804478 -0.874216 0.943977 -0.2 -0.3 0.2
```
Positions in Å, forces in eV/Å.

Its lowest unoccupied orbital energy is 0.880 eV. Its multiplicity is 1. The value obtained for the largest force on an atom is 0.1277 hartree/bohr. Its net charge is 0.


C5H10O2 in the gas phase. Source: OMol25; level of theory: ωB97M-V/def2-TZVPD.

Structure (XYZ):
```
17
Properties=species:S:1:pos:R:3:forces:R:3
O 2.313148 0.279870 0.893793 0.3 0.0 0.0
C 1.602445 -0.553679 -0.004115 -0.3 -0.2 -0.3
C 0.126837 -0.422321 0.341970 0.0 -0.1 0.0
C -0.328093 1.038611 0.345687 -0.1 0.2 0.0
C -1.782801 0.929703 -0.080259 -0.1 0.1 0.1
O -1.788589 -0.097861 -1.060141 -0.1 0.1 -0.1
C -0.832522 -1.075474 -0.685590 0.3 -0.3 0.1
H 3.236403 0.313252 0.619184 -0.1 0.0 0.1
H 1.753029 -0.235438 -1.049827 0.0 0.0 0.2
H 1.942703 -1.600060 0.077652 -0.1 0.2 0.0
H -0.030053 -0.864060 1.333521 0.0 0.1 -0.1
H -0.188958 1.535775 1.307151 0.0 -0.1 -0.1
H 0.226762 1.603639 -0.411776 0.0 -0.1 0.1
H -2.174958 1.843150 -0.538901 0.0 -0.2 0.0
H -2.431989 0.663058 0.770722 0.1 0.0 -0.1
H -0.310199 -1.397919 -1.596750 -0.1 0.1 0.1
H -1.333159 -1.960243 -0.262320 0.1 0.2 0.0
```
Positions in Å, forces in eV/Å.

Its lowest unoccupied orbital energy is 0.886 eV. Its multiplicity is 1. The value obtained for the largest force on an atom is 0.0089 hartree/bohr. Its net charge is 0. As for the SMILES: OC[C@H]1CCOC1.


C5H10O2 in the gas phase. Source: OMol25; level of theory: ωB97M-V/def2-TZVPD.

Structure (XYZ):
```
17
Properties=species:S:1:pos:R:3:forces:R:3
C -0.954233 1.801877 -1.127075 0.0 0.0 -0.1
C 0.051977 0.668060 -1.014768 0.1 0.1 -0.3
C -0.050874 0.784775 1.722205 -0.2 0.1 0.3
O 0.530022 -0.411817 1.481700 0.3 0.0 0.3
C 0.329186 -1.065168 0.392114 -0.1 -0.5 -0.3
C 0.835269 -2.450406 0.256673 0.0 0.0 0.0
O -0.541984 -0.560987 -0.502273 0.0 0.0 0.1
H -1.685825 1.587605 -1.912853 0.1 0.0 0.1
H -0.426694 2.724806 -1.392237 0.0 -0.2 0.0
H -1.497127 1.993786 -0.199072 0.2 -0.1 -0.2
H 0.447035 0.427995 -2.002934 -0.1 -0.1 -0.1
H -1.057952 0.871536 1.331943 0.2 0.1 0.1
H 0.235644 1.207334 2.669991 0.0 -0.2 0.1
H 0.917918 0.852968 -0.366348 -0.3 0.7 -0.2
H 0.038950 -3.165295 0.498701 0.1 -0.1 0.0
H 1.154598 -2.647307 -0.771401 -0.1 0.1 0.1
H 1.674087 -2.619762 0.935632 -0.1 0.0 -0.1
```
Positions in Å, forces in eV/Å.

Its lowest unoccupied orbital energy (alpha / beta) is 0.965 / 0.930 eV. Its multiplicity is 1. The value obtained for the largest force on an atom is 0.0150 hartree/bohr. Its net charge is 0.


What is the net charge in the first record? 0


What is the multiplicity in the seventh record? 1